Molecular formula: C29H37IrN4O2PS2
Method: DFT, ωB97M-V with the def2-TZVPD basis set

Values from the calculation:
* HOMO-LUMO gap (alpha / beta): 0.2409 / 0.2463 Eh
* largest force on an atom: 0.015 hartree/bohr
* net charge: +2
* 2S+1: 2
* ΔE to the lowest compared entry with this formula, charge and spin: 79.9 kJ/mol

Atoms and positions in Å:
Ir  -0.8150  0.0399  0.2101
C  0.1705  -3.9540  -1.1263
C  -0.2428  -2.5348  -0.9451
N  -0.0617  -1.8191  0.1191
N  0.6249  -2.2852  1.2176
C  1.0016  -1.4049  2.1740
N  1.7690  -1.8501  3.1539
S  0.4878  0.2263  2.1437
C  -0.9136  -1.7926  -2.0257
C  -1.1174  -2.3644  -3.2688
C  -1.7136  -1.6185  -4.2765
C  -2.0759  -0.3146  -4.0055
C  -1.8552  0.2019  -2.7385
N  -1.3028  -0.5079  -1.7590
H  0.6362  -4.4041  -0.2538
H  0.8742  -4.0406  -1.9558
H  -0.7069  -4.5583  -1.3674
H  0.9656  -3.2327  1.2004
H  2.1548  -2.7807  3.1757
H  2.0109  -1.2270  3.9076
H  -0.8080  -3.3825  -3.4556
H  -1.8802  -2.0521  -5.2529
H  -2.5308  0.3165  -4.7555
H  -2.1157  1.2225  -2.5001
O  -1.4664  3.0377  -1.8454
C  -0.5110  3.2905  -1.1785
O  0.0482  2.2534  -0.4012
C  0.2065  4.5252  -0.9352
C  -0.1066  5.7621  -1.5075
C  0.6847  6.8425  -1.1889
C  1.7694  6.6889  -0.3198
C  2.0864  5.4667  0.2484
C  1.2822  4.3892  -0.0749
S  1.4499  2.7240  0.4745
H  -0.9484  5.8479  -2.1810
H  0.4715  7.8142  -1.6122
H  2.3827  7.5496  -0.0864
H  2.9336  5.3652  0.9142
C  -4.5780  -0.7726  3.4381
C  -3.1251  -0.5022  3.0048
C  -2.3948  -1.8492  3.0846
C  -2.5289  0.5208  3.9792
P  -3.0159  0.0818  1.2292
C  -4.1631  -1.0473  0.3796
C  -5.5490  -0.8785  0.4218
C  -6.3923  -1.7665  -0.2252
C  -5.8746  -2.8579  -0.9126
C  -4.5030  -3.0586  -0.9313
C  -3.6651  -2.1593  -0.2905
C  -3.6924  1.8365  1.0894
C  -4.8862  2.2217  1.9815
C  -2.5637  2.8162  1.4427
C  -4.1195  2.0014  -0.3729
H  -4.5409  -1.0692  4.4889
H  -5.0310  -1.5957  2.8846
H  -5.2236  0.1016  3.3736
H  -2.4426  -2.2162  4.1119
H  -1.3451  -1.7783  2.8082
H  -2.8729  -2.5914  2.4417
H  -2.3986  0.0359  4.9494
H  -3.2112  1.3562  4.1309
H  -1.5620  0.9216  3.6781
H  -5.9955  -0.0561  0.9625
H  -7.4615  -1.6056  -0.1848
H  -6.5372  -3.5510  -1.4136
H  -4.0829  -3.9181  -1.4392
H  -2.6033  -2.3569  -0.2829
H  -4.6506  2.1854  3.0437
H  -5.7937  1.6515  1.7921
H  -5.1251  3.2619  1.7460
H  -2.4416  2.9130  2.5204
H  -2.8296  3.8027  1.0547
H  -1.5912  2.5454  1.0228
H  -4.9712  1.3653  -0.6132
H  -3.3075  1.7835  -1.0647
H  -4.4157  3.0389  -0.5411

Forces on atoms 1 to 3 (eV/Å):
-0.256 0.052 0.131
-0.023 -0.086 -0.066
0.023 0.247 0.137

Löwdin atomic charge list, values in e, 5 entries: 0.909 0.022 -0.240 -0.120 0.036

=====

Molecular formula: C29H37N7O4Sc
Method: DFT, ωB97M-V with the def2-TZVPD basis set

Values from the calculation:
* HOMO-LUMO gap: 0.2575 Eh
* largest force on an atom: 0.017 hartree/bohr
* net charge: -1
* ΔE to the lowest compared entry with this formula, charge and spin: 55.5 kJ/mol

Atoms and positions in Å:
Sc  -1.2183  -0.1448  0.7685
C  -5.0997  0.2174  -0.8690
C  -3.9376  0.8062  -0.1304
O  -3.2674  -0.0159  0.5871
C  -3.6537  2.1527  -0.2445
C  -2.4691  2.7678  0.2885
C  -2.4011  4.2654  0.3611
N  -1.4579  2.0475  0.6679
N  -0.3633  2.7634  1.1926
C  0.5783  1.9502  1.5439
O  0.5717  0.6560  1.4159
C  1.7561  2.5788  2.2275
C  2.4632  1.8453  3.1751
C  3.5489  2.4090  3.8406
C  3.9461  3.7090  3.5515
C  3.2470  4.4424  2.5976
C  2.1566  3.8814  1.9428
H  -5.7846  -0.2613  -0.1624
H  -4.7168  -0.5643  -1.5329
H  -5.6345  0.9639  -1.4580
H  -4.3555  2.7849  -0.7729
H  -3.3470  4.7024  0.0394
H  -1.5863  4.6428  -0.2628
H  -2.1736  4.5774  1.3813
H  2.1441  0.8304  3.3821
H  4.0868  1.8313  4.5847
H  4.7945  4.1486  4.0648
H  3.5543  5.4554  2.3636
H  1.5959  4.4432  1.2045
C  -1.3339  -1.6212  4.9177
C  -1.3823  -1.7669  3.4218
O  -1.4044  -0.6676  2.7745
C  -1.4398  -3.0235  2.8497
C  -1.5297  -3.2670  1.4362
C  -1.8898  -4.6502  0.9813
N  -1.3094  -2.3266  0.5671
N  -1.5115  -2.7031  -0.7789
C  -1.4666  -1.6807  -1.5704
O  -1.2766  -0.4405  -1.2329
C  -1.7455  -1.9536  -3.0189
C  -1.6872  -3.2379  -3.5535
C  -1.9691  -3.4514  -4.8958
C  -2.3150  -2.3851  -5.7213
C  -2.3697  -1.1018  -5.1933
C  -2.0801  -0.8872  -3.8481
H  -2.2904  -1.2261  5.2749
H  -0.5624  -0.8925  5.1791
H  -1.1297  -2.5706  5.4154
H  -1.4830  -3.8799  3.5070
H  -2.0268  -5.3046  1.8406
H  -1.1181  -5.0523  0.3226
H  -2.8052  -4.6163  0.3912
H  -1.4201  -4.0571  -2.8972
H  -1.9165  -4.4538  -5.3037
H  -2.5387  -2.5557  -6.7687
H  -2.6355  -0.2656  -5.8285
H  -2.1072  0.1073  -3.4157
C  2.9257  1.7657  -1.9145
N  2.6189  0.3440  -2.0498
C  1.4665  0.1112  -2.9167
C  2.6503  -0.4327  -0.8887
N  1.6736  -1.1868  -0.5937
N  3.7986  -0.2480  -0.1007
C  5.0850  -0.4424  -0.7353
C  3.7311  -0.7100  1.2715
H  2.0401  2.3329  -1.5939
H  3.2526  2.1611  -2.8790
H  3.7118  1.9248  -1.1816
H  1.6580  0.5944  -3.8784
H  0.5395  0.5010  -2.4871
H  1.3226  -0.9571  -3.0701
H  1.8584  -1.7733  0.2093
H  5.0378  -0.1272  -1.7748
H  5.3927  -1.4972  -0.7067
H  5.8523  0.1450  -0.2243
H  3.9775  -1.7790  1.3650
H  2.7322  -0.5361  1.6708
H  4.4414  -0.1455  1.8783

Forces on atoms 1 to 3 (eV/Å):
-0.253 0.110 0.765
-0.285 -0.116 -0.034
0.216 0.204 0.211

Löwdin atomic charge list, values in e, 5 entries: 1.003 -0.021 -0.470 -0.116 -0.032

=====

Molecular formula: C29H37N7PSe2W
Method: DFT, ωB97M-V with the def2-TZVPD basis set

Values from the calculation:
* HOMO-LUMO gap (alpha / beta): 0.2912 / 0.2590 Eh
* largest force on an atom: 0.014 hartree/bohr
* net charge: +3
* 2S+1: 3
* ΔE to the lowest compared entry with this formula, charge and spin: 48.9 kJ/mol

Atoms and positions in Å:
W  -0.7452  -0.2951  0.9917
N  -0.2733  -2.5366  1.1457
C  -0.8814  -3.2513  2.3131
C  -1.5784  -2.2605  3.2238
N  -2.2768  -1.1981  2.4239
C  -3.4196  -1.8226  1.6683
C  -3.6009  -1.1826  0.3117
N  -2.2797  -1.1798  -0.3842
C  -2.7897  -0.1527  3.3651
C  -1.6584  0.7532  3.7924
N  -0.9785  1.2837  2.5739
H  -0.4632  -3.0562  0.2918
H  0.7415  -2.5499  1.2319
H  -0.1096  -3.7750  2.8750
H  -1.5588  -4.0133  1.9348
H  -0.8485  -1.7708  3.8641
H  -2.3016  -2.7653  3.8694
H  -4.3307  -1.7541  2.2650
H  -3.2093  -2.8825  1.5440
H  -3.9423  -0.1517  0.3874
H  -4.3452  -1.7290  -0.2690
H  -2.3340  -0.6702  -1.2831
H  -2.0496  -2.1370  -0.6395
H  -3.2669  -0.6264  4.2260
H  -3.5649  0.4078  2.8418
H  -0.9121  0.2230  4.3815
H  -2.0297  1.5706  4.4107
H  -0.0426  1.6060  2.8210
H  -1.4690  2.1083  2.2348
Se  1.4377  -0.4102  2.4441
P  2.5575  -0.0833  0.5563
Se  0.9764  -0.5052  -0.9245
C  3.0724  1.6162  0.4457
C  4.4231  1.9192  0.2780
C  4.8231  3.2493  0.2133
C  3.8853  4.2625  0.3058
C  2.5315  3.9599  0.4534
C  2.1254  2.6437  0.5236
C  3.9350  -1.1828  0.4197
C  4.1136  -1.9909  -0.7032
C  5.2223  -2.8218  -0.7700
C  6.1292  -2.8561  0.2789
C  5.9420  -2.0627  1.4073
C  4.8464  -1.2237  1.4842
H  5.1614  1.1362  0.1837
H  5.8702  3.4866  0.0864
H  4.2021  5.2956  0.2572
H  1.8049  4.7592  0.5081
H  1.0678  2.4104  0.6175
H  3.4115  -1.9680  -1.5271
H  5.3785  -3.4420  -1.6417
H  6.9905  -3.5082  0.2208
H  6.6501  -2.1014  2.2235
H  4.7045  -0.6068  2.3649
C  -3.6387  2.9070  -0.3211
C  -2.8545  2.0569  0.4219
N  -1.7515  1.4430  -0.0719
C  -1.4415  1.6951  -1.3536
C  -2.2063  2.4847  -2.1911
C  -3.3134  3.1251  -1.6539
C  -1.7945  2.6998  -3.5882
C  -1.4095  1.7987  -4.4912
C  -1.3616  0.3156  -4.4639
C  -0.9777  -0.3106  -5.6393
C  -0.9536  -1.6949  -5.6702
N  -1.3048  -2.4221  -4.6150
C  -1.6680  -1.7352  -3.5468
N  -1.7014  -0.4141  -3.3767
H  -4.4975  3.3761  0.1380
H  -3.1373  1.8455  1.4424
H  -0.5406  1.2460  -1.7332
H  -3.9144  3.7856  -2.2668
H  -1.8087  3.7364  -3.9081
H  -1.1305  2.2067  -5.4557
H  -0.7069  0.2682  -6.5109
H  -0.6542  -2.2345  -6.5604
H  -1.9769  -2.3465  -2.7036

Forces on atoms 1 to 3 (eV/Å):
-0.503 -0.436 0.232
0.055 0.127 0.030
0.074 -0.075 -0.043

Löwdin atomic charge list, values in e, 5 entries: 1.190 -0.142 -0.162 -0.160 -0.260

=====

Molecular formula: C29H38BF16N4O11S
Method: DFT, ωB97M-V with the def2-TZVPD basis set

Values from the calculation:
* HOMO-LUMO gap: 0.2651 Eh
* largest force on an atom: 0.171 hartree/bohr
* net charge: -1

Atoms and positions in Å:
C  10.5306  -3.1283  0.9861
C  9.8913  -3.2701  -0.5121
C  8.4449  -4.0016  -0.2927
C  7.4348  -3.7887  -1.5266
N  6.0705  -3.2974  -1.1532
C  5.3461  -4.2246  -0.2404
N  5.4637  -3.5356  1.1140
C  5.6099  -2.2515  0.8378
O  5.6570  -1.0061  0.6876
O  5.7379  -5.6355  -0.2574
B  4.8129  -6.4682  -1.0891
N  5.5153  -7.0736  -2.3304
C  6.7385  -7.3883  -2.0157
S  8.2707  -7.8104  -1.5172
C  4.0267  -7.7179  -0.3439
F  4.3328  -9.0177  -0.8682
F  2.5927  -7.5104  -0.5728
C  4.2275  -7.6782  1.2666
F  5.4985  -8.2689  1.6007
F  3.1669  -8.4507  1.9044
O  3.9794  -5.3973  -1.7048
C  3.7536  -4.4693  -0.5791
N  3.1145  -3.3238  -1.2760
C  2.1669  -2.7391  -0.5735
C  1.8125  -2.9594  0.9713
C  1.2802  -1.6185  -1.3679
H  10.0813  -2.1827  1.4860
H  11.6854  -3.0814  0.9550
H  10.2525  -4.0939  1.5685
H  10.5987  -3.8802  -1.1735
H  9.7977  -2.2295  -0.9863
H  8.0518  -3.6077  0.7116
H  8.6883  -5.1364  -0.2643
H  7.3354  -4.7125  -2.2188
H  7.9018  -2.9611  -2.1990
H  5.5740  -3.1826  -2.0645
H  4.1156  -6.6121  1.6944
H  3.1574  -5.1396  0.1318
H  1.1664  -2.1092  1.4072
H  1.1332  -3.9033  1.0176
H  2.7235  -3.2061  1.6322
H  1.4112  -1.8436  -2.4815
H  0.1970  -1.6450  -1.0003
H  1.8031  -0.6076  -1.1755
C  -3.9089  1.5726  2.1045
C  -3.3764  1.9455  0.7339
O  -1.9421  2.0051  0.7436
C  -1.2989  0.8207  0.6482
O  -1.8565  -0.2460  0.5601
C  0.2112  1.0310  0.6211
F  0.6318  1.9012  1.5665
F  0.6298  1.5279  -0.5640
F  0.9002  -0.1100  0.8218
H  -3.5267  2.2582  2.8642
H  -4.9997  1.6042  2.1156
H  -3.5903  0.5679  2.3924
H  -3.7300  2.9419  0.4648
H  -3.7298  1.2584  -0.0370
C  -1.4828  -0.0662  -5.2478
C  -1.5703  1.4384  -5.4201
O  -2.7721  1.9506  -4.8220
C  -2.7392  2.1247  -3.4823
O  -1.7821  1.8770  -2.7920
C  -4.0545  2.7149  -2.9847
F  -5.1351  2.0970  -3.5107
F  -4.1757  4.0262  -3.3040
F  -4.1895  2.6351  -1.6465
H  -2.3809  -0.5499  -5.6393
H  -0.6100  -0.4638  -5.7699
H  -1.4073  -0.3397  -4.1930
H  -1.6205  1.6824  -6.4838
H  -0.6895  1.9434  -5.0142
C  -5.2525  6.0343  6.8993
C  -4.2727  4.8971  7.1181
O  -4.9053  3.6291  6.8882
C  -5.0253  3.2515  5.5955
O  -4.6398  3.9099  4.6612
C  -5.6677  1.8717  5.4972
F  -6.7527  1.7463  6.2934
F  -4.8134  0.8905  5.8634
F  -6.0776  1.5737  4.2487
H  -6.1440  5.8964  7.5158
H  -4.7928  6.9927  7.1503
H  -5.5864  6.0739  5.8601
H  -3.9387  4.8972  8.1582
H  -3.3821  5.0050  6.4931
C  -6.5671  5.2335  -3.1630
C  -6.6492  6.7380  -3.3369
O  -7.8482  7.2563  -2.7387
C  -7.8150  7.4332  -1.3991
O  -6.8586  7.1829  -0.7079
C  -9.1285  8.0300  -0.9045
F  -10.2092  7.4134  -1.4324
F  -9.2401  9.3385  -1.2282
F  -9.2648  7.9550  0.4337
H  -7.4678  4.7527  -3.5532
H  -5.6979  4.8325  -3.6850
H  -6.4919  4.9607  -2.1079
H  -6.6992  6.9807  -4.4009
H  -5.7661  7.2403  -2.9324

Forces on atoms 1 to 3 (eV/Å):
-0.026 -0.368 -0.706
-0.152 -0.076 1.070
1.038 -0.312 -0.984

Löwdin atomic charge list, values in e, 5 entries: -0.154 -0.254 -0.181 -0.180 0.007

=====

Molecular formula: C29H38BN7O14P
Method: DFT, ωB97M-V with the def2-TZVPD basis set

Values from the calculation:
* HOMO-LUMO gap: 0.2931 Eh
* largest force on an atom: 0.098 hartree/bohr
* net charge: +1

Atoms and positions in Å:
N  4.5432  0.8358  2.5500
C  3.7251  0.1861  1.5385
N  2.3661  0.8585  1.3827
C  1.3323  -0.1410  0.8764
O  0.5112  0.3841  -0.1275
C  -0.8428  0.6285  0.2713
O  -1.1147  1.9828  0.0188
C  -2.0327  2.5591  0.9513
C  -1.4969  3.8762  1.6360
O  -0.2361  4.3190  1.1492
B  2.5702  2.0386  0.4313
N  2.9330  1.9603  -0.9938
O  2.4388  3.3140  0.9994
P  1.8757  1.3914  3.0848
O  0.2116  1.6689  3.1318
O  2.0941  0.0790  4.1425
H  5.4126  0.3182  2.6706
H  4.8368  1.7718  2.2749
H  3.5603  -0.8712  1.8340
H  4.2131  0.1602  0.5349
H  1.9271  -0.9586  0.3997
H  0.8091  -0.6089  1.7339
H  -1.4811  0.0354  -0.4325
H  -1.1028  0.2827  1.2912
H  -2.3888  1.8771  1.7519
H  -2.9434  2.8462  0.3678
H  -1.3469  3.6436  2.7256
H  -2.2136  4.7213  1.5146
H  -0.1918  4.2598  0.1918
H  2.4571  1.2056  -1.4877
H  3.9320  1.7835  -1.1200
H  3.1067  3.8667  0.5725
H  -0.2046  0.8112  3.3253
H  2.0310  -0.7835  3.6882
C  -1.8439  1.5401  -3.0474
C  -1.9354  0.3096  -3.6872
C  -2.9242  0.0914  -4.6348
C  -3.8114  1.1154  -4.9371
C  -3.7339  2.3468  -4.2991
C  -2.7438  2.5562  -3.3488
N  -4.8380  0.8954  -5.9555
O  -4.8864  -0.1983  -6.4806
O  -5.5771  1.8178  -6.2210
H  -1.0681  1.7074  -2.3121
H  -1.2337  -0.4794  -3.4485
H  -2.9890  -0.8691  -5.1260
H  -4.4287  3.1424  -4.5318
H  -2.6710  3.5123  -2.8459
C  -0.3485  -1.8706  -9.7385
C  0.6532  -2.7550  -9.3554
C  0.8097  -3.0911  -8.0185
C  -0.0468  -2.5373  -7.0751
C  -1.0459  -1.6470  -7.4473
C  -1.1939  -1.3142  -8.7859
N  0.1024  -2.9110  -5.6685
O  0.9978  -3.6762  -5.3801
O  -0.6776  -2.4416  -4.8601
H  -0.4714  -1.6147  -10.7840
H  1.3103  -3.1850  -10.1002
H  1.5912  -3.7802  -7.7290
H  -1.7093  -1.2120  -6.7155
H  -1.9711  -0.6239  -9.0877
C  -3.0001  1.7987  8.3857
C  -1.8499  2.3233  7.8073
C  -1.9380  3.0780  6.6460
C  -3.1851  3.3030  6.0769
C  -4.3395  2.7775  6.6425
C  -4.2421  2.0216  7.8024
N  -3.2849  4.1179  4.8672
O  -2.2543  4.5470  4.3857
O  -4.3893  4.3232  4.4111
H  -2.9285  1.2148  9.2955
H  -0.8846  2.1464  8.2641
H  -1.0386  3.4832  6.2022
H  -5.3098  2.9494  6.1966
H  -5.1348  1.6093  8.2545
C  4.2682  -7.0546  1.8539
C  4.9137  -6.3823  2.8863
C  4.4727  -5.1287  3.2812
C  3.3800  -4.5612  2.6354
C  2.7319  -5.2216  1.5974
C  3.1822  -6.4737  1.2079
N  2.8981  -3.2540  3.0637
O  3.4908  -2.6907  3.9584
O  1.9148  -2.7910  2.5022
H  4.6124  -8.0362  1.5521
H  5.7590  -6.8383  3.3848
H  4.9799  -4.6126  4.0853
H  1.8844  -4.7785  1.0921
H  2.6852  -6.9999  0.4035

Forces on atoms 1 to 3 (eV/Å):
-0.038 0.155 -0.506
1.049 -0.771 -0.371
-1.142 -1.591 0.205

Löwdin atomic charge list, values in e, 5 entries: 0.033 -0.226 -0.181 -0.170 -0.053